# C43H42P2Sr

A molecular structure, C43H42P2Sr at a distorted geometry (wB97M-V/def2-TZVPD, OMol25).

The geometry in XYZ format:
```
88
Properties=species:S:1:pos:R:3:forces:R:3
Sr -0.2866 2.3114 -4.6940 0.0 0.7 1.8
C -2.0574 1.5747 -6.1669 -1.0 1.5 -1.1
C -1.8987 0.3636 -5.5404 -0.3 -1.4 0.4
C -1.3108 -0.8219 -6.2713 0.1 -0.6 -0.2
C 0.1226 -0.5826 -6.8006 -0.6 -0.6 0.1
C 0.8131 0.5284 -6.0659 0.1 -2.1 0.4
C 1.1110 1.7406 -6.6189 1.3 1.7 -0.4
C 0.1072 2.5569 -7.3866 0.0 -0.5 -1.1
C -1.3560 2.0085 -7.4446 -0.4 0.4 -0.6
C 1.5648 -0.5843 0.1074 0.8 -0.5 0.3
H -2.8219 2.3065 -5.8750 -0.1 -0.5 0.2
H -2.5811 0.0848 -4.7225 0.2 0.3 -0.4
H -1.9684 -1.1245 -7.1127 0.1 0.0 0.2
H -1.2707 -1.7008 -5.6127 -0.2 0.2 0.1
H 0.7127 -1.5121 -6.6851 -0.2 0.2 0.0
H 0.0871 -0.4350 -7.8845 0.2 0.4 0.2
H 1.1981 0.2087 -5.0783 0.5 0.0 -0.4
H 2.1125 2.1847 -6.5520 -0.1 0.1 0.1
H 0.4435 2.6431 -8.4306 -0.2 0.3 0.0
H 0.0845 3.6201 -7.0519 -0.1 0.0 0.2
H -1.9665 2.8313 -7.8632 0.3 -0.2 0.1
H -1.4244 1.2399 -8.2254 0.2 -0.1 0.2
H 0.9075 0.2790 0.2354 -0.4 0.2 0.2
H 2.3393 -0.6185 0.8734 -0.1 0.0 0.2
H 0.9644 -1.4996 0.1147 0.2 0.2 0.2
P -1.4203 -0.8644 -0.9877 -0.9 -0.9 0.8
P 2.3503 -0.4654 -1.4708 -1.7 0.3 0.3
C -0.3005 -1.1079 -2.4230 -0.2 0.4 -0.4
C 1.0469 -1.0927 -2.5803 0.0 -0.5 -0.8
C -2.4270 -2.4312 -1.1782 0.3 -0.5 -0.1
C -2.7337 -3.1570 -2.3461 -0.4 -0.2 0.4
C -3.6034 -4.2583 -2.2774 0.1 0.2 0.1
C -4.1569 -4.6364 -1.0490 0.1 0.1 0.3
C -3.8287 -3.9389 0.1238 -0.1 -0.1 -0.3
C -2.9530 -2.8573 0.0528 0.0 0.0 -0.3
C -2.6910 0.2145 -1.7384 0.2 0.2 -0.4
C -2.1205 1.3053 -2.3999 0.6 0.4 0.8
C -2.8874 2.4157 -2.6946 -0.4 0.0 -0.2
C -4.2578 2.3893 -2.4075 -0.1 0.1 -0.3
C -4.8735 1.2527 -1.8826 0.6 -0.2 0.0
C -4.0838 0.1481 -1.5368 0.7 0.2 0.0
C 3.8688 -1.4134 -1.4373 0.4 -0.2 -0.3
C 3.7906 -2.7470 -0.9950 0.1 0.3 -0.2
C 4.9574 -3.4841 -0.8351 0.2 0.1 0.0
C 6.2042 -2.9059 -1.1106 -0.4 0.2 -0.2
C 6.2654 -1.5950 -1.5982 0.2 -0.3 0.1
C 5.1103 -0.8349 -1.7508 -0.5 -0.3 0.1
C 2.6089 1.3084 -1.7930 0.6 0.5 -0.7
C 2.5601 2.2965 -0.7952 0.3 0.1 0.2
C 2.4711 3.6548 -1.1418 0.0 -0.3 -0.4
C 2.5013 4.0337 -2.4867 -0.2 0.0 0.1
C 2.7747 3.0756 -3.4686 0.4 -0.1 -0.6
C 2.8184 1.7182 -3.1281 -0.2 -0.1 0.1
H -0.9765 -1.3348 -3.2708 1.2 -0.3 -0.1
H 1.3928 -1.5511 -3.5126 0.2 0.5 0.0
H -2.3298 -2.8873 -3.3250 -0.1 0.0 0.3
H -3.8604 -4.8240 -3.1857 0.2 0.3 0.5
H -4.8426 -5.4834 -0.9872 0.2 0.2 -0.1
H -4.2501 -4.2179 1.0974 0.1 0.0 -0.5
H -2.6795 -2.3001 0.9537 -0.1 -0.2 -0.2
H -0.9940 1.3212 -2.4273 -1.3 0.1 0.0
H -2.4424 3.3189 -3.1309 -0.3 -0.2 0.3
H -4.8521 3.2751 -2.6057 0.0 -0.1 -0.1
H -5.9512 1.2065 -1.7168 0.3 0.2 0.0
H -4.5378 -0.7270 -1.0677 0.2 0.2 -0.1
H 2.8199 -3.1915 -0.7741 0.2 0.1 0.0
H 4.8998 -4.5173 -0.5016 0.0 0.2 0.0
H 7.1190 -3.4819 -0.9578 -0.3 0.2 -0.1
H 7.2281 -1.1668 -1.8674 -0.2 0.0 0.1
H 5.1573 0.1933 -2.1077 0.0 -0.2 0.1
H 2.6887 2.0353 0.2596 -0.6 0.0 -0.3
H 2.3839 4.4297 -0.3822 -0.1 -0.4 0.0
H 2.3004 5.0732 -2.7845 0.4 -0.5 0.3
H 3.0273 3.3903 -4.5065 -0.5 -0.3 0.8
H 3.0196 0.9532 -3.8887 -0.2 0.4 0.1
C -0.8015 1.5949 0.3895 0.6 -0.4 1.6
C -0.7089 1.2273 1.5857 -0.3 1.4 -1.8
C -0.6562 0.8998 2.9676 0.1 -0.3 0.1
C -1.6913 1.2850 3.8495 0.3 -0.3 0.0
C -1.6688 0.8360 5.1661 0.2 0.0 0.0
C -0.6163 0.0302 5.6193 0.0 0.0 0.0
C 0.4299 -0.3221 4.7588 -0.2 0.1 0.1
C 0.4268 0.1172 3.4408 -0.6 0.2 0.3
H -2.5040 1.9186 3.4804 0.3 -0.3 0.1
H -2.4864 1.1101 5.8373 0.3 -0.1 -0.1
H -0.6108 -0.3304 6.6481 0.0 0.1 -0.2
H 1.2442 -0.9508 5.1201 -0.2 0.2 0.0
H 1.2348 -0.1401 2.7535 -0.3 0.0 0.3
```
Positions in Å, forces in eV/Å.

The calculation puts the HOMO energy (spin up / spin down) at -4.6 / -4.1 eV. The calculation puts the orbital gap (spin up / spin down) at 4.0720 / 3.4426 eV. Its LUMO energy (spin up / spin down) is -0.6 / -0.6 eV. The energy above the lowest of the compared OMol25 structures with the same formula, charge and spin is 0.693 eV. The energy comes out at -64674.5336 eV.

***

# C54H41AsCl2N4O8S2W

A molecular structure, C54H41AsCl2N4O8S2W at a distorted geometry (wB97M-V/def2-TZVPD, OMol25).

The geometry in XYZ format:
```
113
Properties=species:S:1:pos:R:3:forces:R:3
W -0.7676 0.9351 -0.0194 0.8 -0.7 0.3
C 7.3615 -1.5340 1.1473 0.0 0.0 0.0
O 6.0957 -1.7276 1.7704 0.0 0.0 -0.1
C 5.7305 -0.8461 2.7347 0.0 0.0 0.1
C 6.4255 0.3174 3.0481 0.0 0.0 0.0
C 5.9290 1.1562 4.0371 -0.1 0.0 0.0
C 4.7280 0.8732 4.6694 0.1 0.0 -0.1
C 4.0739 -0.3321 4.4073 0.1 0.0 0.0
C 4.5794 -1.1856 3.4517 0.0 0.0 0.0
N 4.2667 1.8423 5.6139 0.0 0.1 0.2
N 3.0872 2.2182 5.6323 -0.1 0.0 -0.1
C 2.1730 1.7571 4.6212 0.0 0.1 0.2
C 1.0709 1.0267 4.9816 0.1 0.0 -0.1
C 0.2073 0.4913 4.0028 0.2 0.0 -0.2
C 0.4692 0.7490 2.6848 -0.1 0.0 0.2
O -0.2653 0.1991 1.6736 -0.3 0.3 -0.3
C 1.5226 1.5980 2.2987 0.1 -0.1 0.1
N 1.6428 1.8359 0.9740 -0.2 0.4 0.0
C 2.6112 2.6256 0.5749 0.1 -0.1 0.0
C 3.5070 3.2450 1.4651 0.0 0.0 0.1
C 3.3915 3.0110 2.8079 0.0 0.0 0.0
C 2.3832 2.1358 3.2681 -0.1 -0.1 -0.1
H 7.4947 -2.3719 0.4696 0.0 0.0 0.0
H 8.1642 -1.5374 1.8862 0.0 0.0 0.0
H 7.3852 -0.5987 0.5822 0.0 0.0 0.0
H 7.3505 0.5733 2.5526 0.0 0.0 0.0
H 6.4693 2.0536 4.3106 0.0 0.0 0.0
H 3.1969 -0.6207 4.9694 0.0 0.0 0.0
H 4.1180 -2.1481 3.2670 0.0 0.0 0.0
H 0.9052 0.7976 6.0261 0.0 0.0 0.0
H -0.6179 -0.1470 4.2899 0.0 0.0 0.0
H 2.7070 2.8027 -0.4893 -0.1 0.0 0.0
H 4.2639 3.9085 1.0724 0.0 0.0 0.0
H 4.0425 3.5029 3.5178 0.0 0.0 0.0
Cl 4.0318 0.6180 -3.3743 0.0 0.0 0.0
C 3.2360 -0.0177 -1.9898 -0.1 0.0 0.0
C 3.8937 -0.8152 -1.0743 -0.1 0.0 0.0
C 3.1553 -1.2884 -0.0018 0.0 0.0 0.0
C 1.8326 -0.9305 0.1351 -0.2 0.1 -0.1
N 1.1940 -0.1211 -0.7380 0.5 0.2 0.0
C 1.9025 0.3078 -1.7888 -0.1 0.0 -0.1
H 4.9407 -1.0581 -1.1945 0.0 0.0 0.0
H 3.6139 -1.9247 0.7419 0.0 0.0 0.0
H 1.2612 -1.2888 0.9726 0.0 0.0 0.1
H 1.4102 0.9206 -2.5295 0.1 -0.1 0.1
C 0.9632 -0.3285 -6.5356 0.0 0.1 0.0
C 1.0598 0.8662 -5.8332 0.0 -0.1 -0.1
C 0.3930 1.0289 -4.6310 -0.1 0.3 0.0
C -0.3762 -0.0092 -4.1143 -0.2 -0.5 0.0
C -0.4832 -1.2052 -4.8278 0.1 0.0 0.1
C 0.1883 -1.3596 -6.0338 0.0 0.0 0.1
As -1.5554 0.1817 -2.5751 0.0 0.3 -0.3
C -2.9266 1.3613 -3.2029 -0.3 0.0 0.0
C -2.8223 2.6743 -3.6295 0.0 0.0 -0.1
C -3.9742 3.3438 -4.0113 0.0 0.1 0.0
C -5.2067 2.7075 -3.9449 -0.1 0.0 0.0
C -5.3049 1.3872 -3.5367 0.1 0.0 0.0
C -4.1567 0.6946 -3.1715 0.1 0.1 0.0
C -4.0969 -0.7441 -2.8441 0.2 -0.1 0.0
C -5.1781 -1.6166 -2.8733 0.0 0.1 0.0
C -4.9806 -2.9719 -2.6744 -0.1 -0.1 0.0
C -3.7054 -3.4845 -2.4767 0.0 -0.1 0.0
C -2.6157 -2.6280 -2.4328 0.0 0.1 0.1
C -2.8199 -1.2657 -2.5802 -0.2 0.1 -0.1
H 1.4814 -0.4483 -7.4776 0.0 0.0 0.0
H 1.6476 1.6837 -6.2281 0.0 0.0 0.0
H 0.4588 1.9950 -4.1381 -0.1 -0.1 0.0
H -1.0945 -2.0191 -4.4639 0.0 0.0 0.0
H 0.0931 -2.2890 -6.5790 0.0 0.0 0.0
H -1.8648 3.1775 -3.6762 0.0 0.0 0.0
H -3.9136 4.3660 -4.3598 0.0 0.0 0.0
H -6.1011 3.2443 -4.2322 0.0 0.0 0.0
H -6.2693 0.8980 -3.5214 0.0 0.0 0.0
H -6.1743 -1.2428 -3.0666 0.0 0.0 0.0
H -5.8289 -3.6431 -2.7046 0.0 0.0 0.0
H -3.5573 -4.5518 -2.3744 0.0 0.0 0.0
H -1.6237 -3.0331 -2.3208 0.2 -0.1 0.1
Cl -4.5098 4.9388 4.9107 0.0 0.0 0.0
C -4.3102 3.7629 3.6735 0.0 0.0 0.0
C -3.2486 2.8686 3.7516 0.0 0.0 0.0
C -3.0762 1.9390 2.7446 0.0 0.0 0.0
C -3.9728 1.8932 1.6818 -0.2 0.1 -0.1
C -5.0498 2.7798 1.6244 0.0 0.0 0.1
C -5.2127 3.7266 2.6168 0.0 0.0 0.0
C -3.8501 0.9165 0.5959 0.3 -0.1 0.0
O -4.6714 0.4015 -0.0737 -0.2 0.1 -0.1
O -2.4860 0.4836 0.4085 0.1 0.1 0.2
H -2.5687 2.9133 4.5908 0.0 0.0 0.0
H -2.2474 1.2475 2.7961 0.0 0.0 0.0
H -5.7472 2.7274 0.7989 0.0 0.0 0.0
H -6.0295 4.4334 2.5848 0.0 0.0 0.0
C -2.4236 -2.1670 1.4837 -0.1 -0.1 0.1
C -1.3132 -2.3638 0.5119 0.2 -0.1 0.1
O -0.8210 -1.4444 -0.1625 -0.3 0.3 -0.3
C -0.7234 -3.7055 0.3546 0.0 0.0 -0.1
C -1.2720 -4.8233 0.9902 0.0 0.0 -0.1
C -0.6932 -6.0710 0.8274 0.0 0.0 0.0
C 0.4409 -6.2119 0.0413 0.0 0.0 0.0
C 1.0008 -5.1061 -0.5904 0.0 0.0 0.0
C 0.4230 -3.8618 -0.4365 -0.1 0.0 -0.1
H -2.5477 -1.1265 1.7453 0.0 -0.1 0.1
H -2.2510 -2.7564 2.3812 0.0 0.0 0.0
H -3.3444 -2.5314 1.0154 0.0 0.0 0.0
H -2.1596 -4.7371 1.6006 0.0 0.0 0.0
H -1.1271 -6.9328 1.3153 0.0 0.0 0.0
H 0.8932 -7.1874 -0.0802 0.0 0.0 0.0
H 1.8838 -5.2239 -1.2041 0.0 0.0 0.0
H 0.8511 -3.0011 -0.9343 -0.1 -0.1 0.0
O -1.5136 4.8723 -0.1939 0.0 0.0 -0.1
S -1.2500 3.5007 -0.3526 0.2 -0.5 0.6
O -2.2994 2.5457 -0.7864 -0.2 0.3 -0.2
O -0.8054 2.7356 0.9399 -0.2 0.1 -0.3
S 0.2027 2.7876 -1.5568 0.0 0.0 0.1
```
Positions in Å, forces in eV/Å.

The calculation puts the HOMO energy at -12.4 eV. The calculation puts the orbital gap at 5.4569 eV. Its LUMO energy is -6.9 eV. The energy above the lowest of the compared OMol25 structures with the same formula, charge and spin is 1.653 eV. The energy comes out at -188369.6351 eV. As for the net charge: +2.